{
  "formula": "C5H12N4",
  "method": "ωB97M-V/def2-TZVPD",
  "e_tot_ev": -11329.6727,
  "gap_ha": 0.3675,
  "total_charge": 0,
  "e_homo_ev": -9.20,
  "spin_multiplicity": 1,
  "symbols": ["C", "C", "C", "C", "C", "H", "H", "H", "H", "H", "H", "H", "H", "H", "H", "H", "H", "N", "N", "N", "N"],
  "xyz": [[-2.051, -1.343, 0.301], [-0.836, -0.677, 0.721], [-0.627, 0.744, 0.273], [-1.510, 1.682, -0.861], [1.351, -0.443, -0.672], [-2.161, -1.644, -1.063], [-2.269, -2.458, 1.131], [-3.082, -0.610, 0.686], [-0.593, -0.927, 1.750], [0.142, 1.286, 0.906], [-1.851, 3.065, -0.516], [-0.529, 1.861, -1.964], [-2.545, 1.158, -1.173], [1.341, -2.027, -1.571], [3.296, 0.127, -0.627], [2.676, 1.348, 1.700], [2.623, -0.455, 1.485], [-0.035, -0.325, -0.313], [1.970, -1.444, -1.177], [2.465, 0.661, -0.245], [2.225, 0.421, 1.228]]
}



{
  "formula": "C27H69N3O15S3",
  "method": "ωB97M-V/def2-TZVPD",
  "e_tot_ev": -96767.3014,
  "gap_ha": 0.3058,
  "total_charge": 0,
  "e_homo_ev": -8.55,
  "spin_multiplicity": 1,
  "symbols": ["C", "C", "O", "H", "H", "H", "H", "H", "H", "C", "C", "O", "H", "H", "H", "H", "H", "H", "C", "C", "O", "H", "H", "H", "H", "H", "H", "C", "C", "O", "H", "H", "H", "H", "H", "H", "C", "C", "O", "H", "H", "H", "H", "H", "H", "C", "C", "O", "H", "H", "H", "H", "H", "H", "C", "C", "N", "H", "H", "H", "C", "C", "N", "H", "H", "H", "C", "C", "N", "H", "H", "H", "O", "S", "O", "O", "C", "C", "C", "H", "H", "H", "H", "H", "H", "H", "H", "O", "S", "O", "O", "C", "C", "C", "H", "H", "H", "H", "H", "H", "H", "H", "O", "S", "O", "O", "C", "C", "C", "H", "H", "H", "H", "H", "H", "H", "H"],
  "xyz": [[-5.044, 1.031, -2.549], [-5.245, 1.451, -1.057], [-4.002, 1.209, -0.430], [-4.978, -0.047, -2.700], [-4.152, 1.525, -2.932], [-5.920, 1.454, -3.042], [-6.122, 0.882, -0.746], [-5.360, 2.523, -0.900], [-3.782, 0.276, -0.372], [1.673, 5.553, 0.919], [0.560, 4.699, 0.222], [0.669, 3.365, 0.714], [1.501, 6.609, 0.712], [2.577, 5.242, 0.396], [1.783, 5.490, 2.002], [0.584, 4.832, -0.859], [-0.437, 5.035, 0.508], [-0.017, 2.821, 0.321], [2.247, -2.197, -1.464], [2.426, -0.913, -2.277], [3.770, -0.639, -2.190], [2.488, -3.095, -2.035], [1.186, -2.316, -1.245], [2.751, -2.162, -0.498], [1.836, -0.107, -1.844], [2.081, -0.969, -3.310], [4.289, -1.302, -2.653], [-4.138, -1.827, 1.927], [-5.095, -1.621, 3.143], [-5.401, -0.281, 3.191], [-4.120, -2.859, 1.577], [-3.105, -1.576, 2.165], [-4.436, -1.216, 1.075], [-4.633, -1.920, 4.084], [-6.113, -1.987, 3.013], [-6.140, -0.090, 2.609], [-3.791, -3.144, -0.528], [-4.404, -1.815, -0.805], [-3.609, -0.640, -0.532], [-3.708, -3.292, 0.549], [-2.798, -3.371, -0.917], [-4.475, -3.958, -0.768], [-5.349, -1.776, -0.263], [-4.628, -1.802, -1.871], [-2.865, -0.676, -1.138], [-0.711, -4.226, 1.019], [-0.218, -4.394, -0.362], [0.220, -3.136, -0.810], [-0.022, -3.658, 1.643], [-0.828, -5.243, 1.394], [-1.726, -3.859, 1.168], [-0.928, -4.708, -1.127], [0.688, -5.000, -0.387], [-0.413, -2.544, -0.396], [-0.153, -1.866, -2.334], [-1.482, -1.397, -2.346], [-2.572, -1.005, -2.369], [0.387, -1.054, -2.822], [-0.130, -2.739, -2.987], [0.232, -2.096, -1.341], [-2.642, -0.316, 4.128], [-2.744, 0.782, 3.169], [-2.763, 1.713, 2.502], [-3.586, -0.454, 4.655], [-1.758, -0.199, 4.754], [-2.412, -1.200, 3.533], [-0.030, 2.211, 2.877], [-0.211, 3.616, 3.447], [-0.346, 4.689, 3.919], [0.814, 1.818, 3.445], [0.227, 2.055, 1.829], [-0.932, 1.683, 3.186], [-1.421, -2.315, 0.191], [-1.271, -1.301, 1.227], [-1.738, -1.537, 2.611], [0.309, -0.727, 1.263], [0.925, -0.401, -0.004], [1.411, 0.946, 0.176], [-2.216, 0.182, 0.694], [0.282, -0.539, -0.873], [1.728, -1.113, -0.195], [0.525, 1.570, 0.293], [1.933, 1.184, -0.751], [2.077, 1.054, 1.032], [-2.054, 0.483, -0.341], [-1.842, 0.918, 1.406], [-3.287, 0.065, 0.857], [6.102, 3.330, -4.125], [5.479, 2.180, -3.481], [5.800, 1.808, -2.089], [3.851, 2.461, -3.646], [2.938, 1.583, -3.073], [1.940, 2.406, -2.241], [5.610, 0.688, -4.529], [3.451, 0.954, -2.346], [2.524, 0.931, -3.842], [1.393, 1.763, -1.551], [1.210, 2.959, -2.832], [2.570, 2.946, -1.535], [5.098, 0.892, -5.470], [5.180, -0.095, -3.904], [6.686, 0.627, -4.690], [2.087, -1.069, 2.682], [3.454, -0.588, 3.071], [4.152, -0.973, 4.319], [4.483, -0.736, 1.744], [3.953, -0.639, 0.404], [5.034, -0.082, -0.447], [3.522, 1.305, 3.198], [3.066, -0.016, 0.298], [3.672, -1.652, 0.114], [4.795, 0.003, -1.507], [5.765, -0.888, -0.507], [5.646, 0.717, -0.030], [2.996, 1.805, 2.385], [4.588, 1.511, 3.292], [3.080, 1.529, 4.169]]
}



{
  "formula": "C7H16INO5P",
  "method": "ωB97M-V/def2-TZVPD",
  "e_tot_ev": -36634.6103,
  "gap_ha": 0.1831,
  "total_charge": -1,
  "e_homo_ev": -2.71,
  "spin_multiplicity": 1,
  "symbols": ["C", "O", "C", "I", "P", "O", "C", "N", "C", "C", "C", "C", "O", "O", "H", "H", "H", "H", "H", "H", "H", "H", "H", "H", "H", "H", "H", "H", "H", "O", "H"],
  "xyz": [[-2.536, 1.083, -1.916], [-2.029, 0.451, -0.728], [-0.948, 1.081, -0.156], [-1.435, 3.146, 0.296], [0.588, 1.124, -1.238], [1.306, 2.416, -1.293], [-0.639, 0.367, 1.193], [0.582, 0.790, 1.833], [-0.764, -1.171, 1.071], [0.372, -2.018, 1.664], [1.500, -2.300, 0.666], [2.870, -1.834, 1.095], [3.178, -1.514, 2.232], [3.818, -1.866, 0.108], [-3.278, 0.410, -2.330], [-1.772, 1.252, -2.662], [-2.990, 2.050, -1.724], [0.221, 0.667, -2.517], [1.462, 0.123, -0.754], [-1.440, 0.696, 1.843], [0.597, 1.784, 1.988], [1.427, 0.478, 1.387], [-1.671, -1.450, 1.593], [-0.915, -1.489, 0.047], [-0.069, -2.980, 1.905], [0.754, -1.608, 2.588], [1.595, -3.369, 0.493], [1.267, -1.884, -0.309], [3.378, -1.734, -0.732], [-2.642, 3.522, -3.010], [-1.788, 3.778, -2.635]]
}



{
  "formula": "C22H41BrIrNP3Se",
  "method": "ωB97M-V/def2-TZVPD",
  "e_tot_ev": -191035.3944,
  "gap_ha": [0.2312, 0.2241],
  "total_charge": 3,
  "e_homo_ev": [-13.65, -17.82],
  "spin_multiplicity": 5,
  "symbols": ["Ir", "P", "P", "P", "H", "C", "C", "H", "C", "C", "C", "C", "C", "C", "C", "C", "C", "H", "H", "H", "H", "H", "H", "H", "H", "H", "H", "H", "H", "H", "H", "H", "H", "H", "H", "H", "H", "H", "H", "H", "H", "H", "H", "H", "H", "H", "C", "C", "C", "C", "C", "C", "Se", "H", "H", "H", "H", "H", "H", "Br", "C", "C", "C", "C", "N", "C", "H", "H", "H", "H"],
  "xyz": [[0.156, -0.080, -0.228], [-1.207, -0.504, 1.676], [1.294, -2.081, -0.460], [-1.522, -0.659, -1.596], [1.061, 2.309, -1.395], [0.082, 1.828, -1.329], [-0.659, 2.014, -0.123], [-0.196, 2.584, 0.687], [-0.702, 0.163, 3.303], [-1.405, -2.289, 2.029], [-2.907, 0.175, 1.581], [2.336, -1.863, -1.946], [2.577, -2.739, 0.685], [0.405, -3.641, -0.865], [-2.829, 0.597, -1.920], [-2.614, -2.090, -1.201], [-0.979, -1.078, -3.294], [-0.476, 1.776, -2.270], [-1.745, 2.087, -0.186], [-0.374, 1.203, 3.201], [0.118, -0.422, 3.735], [-1.565, 0.132, 3.983], [-0.424, -2.774, 2.090], [-1.987, -2.781, 1.245], [-1.924, -2.422, 2.989], [-2.854, 1.247, 1.365], [-3.398, 0.042, 2.556], [-3.516, -0.310, 0.813], [2.981, -2.738, -2.095], [2.962, -0.972, -1.812], [1.695, -1.735, -2.828], [3.087, -3.579, 0.188], [2.126, -3.098, 1.620], [3.324, -1.974, 0.922], [1.142, -4.450, -0.975], [-0.145, -3.552, -1.806], [-0.281, -3.911, -0.053], [-3.514, 0.177, -2.670], [-2.419, 1.531, -2.313], [-3.401, 0.821, -1.012], [-3.284, -2.256, -2.057], [-3.229, -1.899, -0.315], [-2.035, -3.003, -1.042], [-1.847, -1.036, -3.967], [-0.557, -2.089, -3.329], [-0.218, -0.365, -3.645], [2.221, 2.436, -4.880], [1.674, 3.577, -4.261], [1.617, 4.793, -4.960], [2.142, 4.885, -6.257], [2.749, 3.765, -6.851], [2.788, 2.550, -6.165], [2.216, 0.701, -4.073], [1.460, 1.009, -2.769], [1.282, 3.504, -3.242], [1.159, 5.664, -4.485], [2.079, 5.830, -6.804], [3.183, 3.843, -7.845], [3.245, 1.675, -6.623], [3.623, -0.852, 4.478], [3.070, 0.349, 3.081], [3.631, 1.617, 2.992], [3.202, 2.414, 1.932], [2.280, 1.924, 1.002], [1.750, 0.681, 1.088], [2.125, -0.075, 2.144], [4.349, 1.951, 3.728], [3.536, 3.444, 1.820], [1.930, 2.592, 0.217], [1.680, -1.064, 2.268]]
}



{
  "formula": "C2H10N4",
  "method": "ωB97M-V/def2-TZVPD",
  "e_tot_ev": -8196.5583,
  "gap_ha": 0.3417,
  "total_charge": 0,
  "e_homo_ev": -8.52,
  "smiles": "N=C(N)N.CN",
  "spin_multiplicity": 1,
  "symbols": ["N", "C", "N", "N", "H", "H", "H", "H", "H", "C", "N", "H", "H", "H", "H", "H"],
  "xyz": [[1.232, -0.156, -0.770], [0.980, 1.092, -0.861], [1.284, 2.070, 0.070], [0.274, 1.588, -1.946], [2.034, -0.355, -0.181], [1.600, 1.722, 0.962], [0.652, 2.847, 0.143], [0.554, 2.528, -2.177], [0.294, 0.940, -2.713], [-1.455, -2.294, 0.987], [-0.919, -1.027, 1.442], [-1.561, -2.374, -0.100], [-2.426, -2.457, 1.442], [-0.813, -3.111, 1.323], [-0.122, -0.720, 0.906], [-1.608, -0.292, 1.472]]
}



What did the fifth record say?
{
  "formula": "C2H10N4",
  "method": "ωB97M-V/def2-TZVPD",
  "e_tot_ev": -8196.5583,
  "gap_ha": 0.3417,
  "total_charge": 0,
  "e_homo_ev": -8.52,
  "smiles": "N=C(N)N.CN",
  "spin_multiplicity": 1,
  "symbols": ["N", "C", "N", "N", "H", "H", "H", "H", "H", "C", "N", "H", "H", "H", "H", "H"],
  "xyz": [[1.232, -0.156, -0.770], [0.980, 1.092, -0.861], [1.284, 2.070, 0.070], [0.274, 1.588, -1.946], [2.034, -0.355, -0.181], [1.600, 1.722, 0.962], [0.652, 2.847, 0.143], [0.554, 2.528, -2.177], [0.294, 0.940, -2.713], [-1.455, -2.294, 0.987], [-0.919, -1.027, 1.442], [-1.561, -2.374, -0.100], [-2.426, -2.457, 1.442], [-0.813, -3.111, 1.323], [-0.122, -0.720, 0.906], [-1.608, -0.292, 1.472]]
}